# C17H53InN6O2P3Si

C17H53InN6O2P3Si as an isolated structure (ωB97M-V/def2-TZVPD, the Open Molecules 2025 dataset).

Geometry as XYZ:
```
83
Properties=species:S:1:pos:R:3:forces:R:3:mulliken_charge:R:1
C 4.67213 4.05892 1.02209 -0.133 -0.052 0.246 -0.72
P 3.53934 5.52474 0.79623 -0.302 0.015 -0.640 0.09
C 4.47807 6.94809 1.54786 -0.046 -0.089 0.145 -1.00
In 1.60975 5.12601 2.39546 -0.065 0.041 0.526 0.41
Si -0.17373 7.00838 2.36848 0.635 -0.386 -0.168 0.13
C -1.19766 6.98878 0.75923 -0.122 -0.016 0.150 -1.19
C 0.63481 8.72362 2.48182 -0.161 0.051 -0.272 -1.09
C -1.30759 6.71762 3.86238 -0.028 -0.039 -0.201 -1.11
H 4.12829 3.25846 1.52480 0.020 -0.062 0.007 -0.07
H 5.01373 3.66234 0.06740 0.133 0.068 -0.031 0.27
H 5.53008 4.30092 1.65166 0.065 0.034 -0.032 0.41
H 3.78252 7.54892 2.13472 0.040 0.079 0.044 0.21
H 5.27379 6.61022 2.21415 -0.006 -0.008 0.072 0.33
H 4.91144 7.59108 0.78163 0.073 -0.026 -0.038 0.30
H 0.77956 3.59395 2.05496 0.067 -0.043 -0.115 -0.35
H 2.22770 5.03586 4.07456 0.057 -0.030 -0.033 -0.35
H -1.27740 7.98232 0.31256 -0.084 0.041 -0.003 0.33
H -2.20346 6.61076 0.96014 -0.074 0.063 -0.038 0.32
H -0.75228 6.32230 0.02171 0.074 0.016 -0.030 0.31
H 1.46631 8.73299 1.77309 0.067 0.019 0.016 0.26
H -0.03235 9.53682 2.17963 -0.076 0.060 0.171 0.36
H 1.04341 8.92931 3.47141 -0.014 0.010 0.052 0.30
H -1.41121 5.63937 3.99669 -0.071 -0.037 -0.005 0.27
H -0.81236 7.09359 4.75885 -0.108 0.101 0.068 0.29
H -2.31015 7.14038 3.76166 0.009 0.154 0.121 0.33
O 4.27199 0.20348 -0.89534 -0.054 0.115 -1.768 -0.82
P 3.06157 -0.59043 -0.62802 -0.366 -1.494 2.696 0.16
N 1.94465 0.24626 0.30531 -0.116 -0.286 0.051 0.32
C 2.18835 0.47607 1.72765 0.110 0.124 0.055 -0.82
C 1.53806 1.49252 -0.35268 -0.092 0.097 -0.295 -0.98
N 3.63240 -1.96586 0.21815 0.210 0.520 0.370 0.31
C 2.97183 -2.54958 1.36475 -0.274 -0.356 -0.298 -1.12
C 5.07672 -2.12362 0.29652 0.079 0.096 0.097 -1.05
N 2.04551 -1.40336 -1.71761 0.200 1.304 -1.100 0.38
C 2.49300 -1.31934 -3.10966 0.248 -0.172 -0.003 -1.01
C 0.59184 -1.29714 -1.63293 -0.158 -0.047 -0.061 -0.92
H 1.33500 1.01650 2.13754 0.045 0.118 -0.065 0.37
H 3.08732 1.07385 1.91840 -0.034 0.026 -0.034 0.25
H 2.26253 -0.45741 2.26837 0.025 -0.006 0.005 0.18
H 1.26305 1.30250 -1.39335 0.124 0.025 0.009 0.27
H 2.33417 2.24316 -0.34180 -0.017 0.007 0.048 0.24
H 0.66440 1.91221 0.14474 0.038 -0.044 0.105 0.38
H 3.23369 -2.05120 2.30452 0.055 -0.120 0.034 0.39
H 3.26361 -3.60090 1.45925 0.006 -0.001 -0.041 0.34
H 1.88694 -2.53180 1.24520 0.009 0.115 0.014 0.30
H 5.53281 -1.52186 1.09401 0.004 -0.031 0.015 0.29
H 5.54967 -1.84017 -0.63871 -0.019 0.052 -0.003 0.31
H 5.29902 -3.17777 0.48686 -0.020 0.000 0.032 0.37
H 2.32886 -0.32836 -3.55206 -0.045 -0.032 -0.004 0.33
H 1.96390 -2.05865 -3.71368 -0.045 -0.026 0.053 0.34
H 3.55917 -1.54360 -3.17429 -0.013 0.067 0.010 0.28
H 0.21244 -0.32791 -1.97638 -0.050 -0.043 -0.008 0.24
H 0.22418 -1.47168 -0.62856 0.098 0.030 0.076 0.34
H 0.15732 -2.06682 -2.27507 0.058 -0.029 0.002 0.27
O -2.35844 -3.26773 -0.91773 -0.187 1.408 -2.381 -0.83
P -3.35403 -4.19761 -1.51732 0.166 -3.555 3.012 0.39
N -4.80887 -3.99490 -0.66312 -0.127 -0.404 -0.316 0.21
C -4.85430 -4.34809 0.74817 0.112 0.148 0.161 -0.89
C -5.36924 -2.66819 -0.90299 -0.053 0.096 -0.156 -1.11
N -2.57898 -5.69412 -1.14272 -0.053 0.236 0.442 0.27
C -3.23536 -6.80281 -0.48867 -0.138 -0.219 -0.470 -1.08
C -1.16743 -5.62874 -0.78450 -0.024 0.087 0.225 -0.87
N -3.97902 -4.79037 -3.00792 0.053 2.293 -0.632 0.19
C -3.44126 -4.12265 -4.20054 0.329 -0.120 0.028 -0.94
C -5.40559 -5.05790 -3.16853 -0.059 -0.011 -0.004 -0.93
H -5.86945 -4.17474 1.11155 0.010 0.081 -0.016 0.38
H -4.16088 -3.76088 1.36267 -0.016 0.022 -0.024 0.28
H -4.64684 -5.40132 0.89449 0.032 0.036 -0.007 0.21
H -5.41028 -2.45939 -1.97611 0.053 0.018 0.034 0.30
H -4.78267 -1.87455 -0.42718 -0.006 -0.020 0.012 0.33
H -6.39248 -2.62951 -0.52474 0.003 -0.033 0.011 0.36
H -3.24823 -6.69866 0.60418 0.048 -0.105 -0.009 0.39
H -2.71085 -7.73460 -0.72151 0.010 0.009 -0.013 0.34
H -4.26100 -6.92321 -0.84423 -0.023 0.084 0.047 0.24
H -1.00147 -5.35083 0.26461 0.018 -0.022 -0.002 0.28
H -0.63830 -4.90817 -1.40014 -0.015 0.028 0.008 0.21
H -0.72509 -6.61321 -0.95805 -0.037 -0.020 0.021 0.35
H -3.83504 -3.10853 -4.33865 -0.044 -0.036 -0.042 0.31
H -3.67730 -4.70794 -5.08972 -0.018 -0.046 0.030 0.35
H -2.35346 -4.05641 -4.12967 -0.021 0.032 0.017 0.29
H -6.02772 -4.15848 -3.25102 0.024 -0.009 -0.023 0.30
H -5.78325 -5.66193 -2.35111 0.018 0.025 0.053 0.25
H -5.50986 -5.62945 -4.09382 -0.012 0.026 -0.006 0.40
```
Positions in Å, forces in eV/Å.

The value obtained for the energy is -72443.21971 eV. The multiplicity is 1. For the frontier orbital gap, the calculation gives 0.192 Eh. As for the charge: -1. The value obtained for the LUMO energy is 1.8 eV.